22
Properties=species:S:1:pos:R:3:forces:R:3 method="wB97M-V/def2-TZVPD" relative_energy_kcal_mol=126.3 fmax_ev_per_a=5.520 e_tot_ev=-13043.596 charge=0
C 0.2936 2.4033 -2.3075 -0.10 2.66 1.49
C 0.2428 2.5129 -0.8709 0.73 -0.80 -1.25
C -0.1542 1.2312 -2.8702 -0.63 -0.01 -2.46
C 0.0727 1.3536 -0.1072 -1.58 -0.94 -0.11
C -0.3993 0.0507 -2.2181 0.17 1.57 5.29
C -0.3158 0.1072 -0.6878 2.12 2.24 -1.70
C -0.2330 -1.2778 1.6653 0.99 3.18 -1.78
C -1.2010 -2.2164 2.2479 0.01 -1.79 -0.57
C 2.0389 -0.6676 1.7094 1.32 0.79 -0.82
N -0.3118 -0.9521 0.2030 -1.31 -3.03 1.62
O 0.9557 -1.2281 2.1872 -0.19 0.70 0.49
H 0.5216 3.3210 -2.9931 -0.60 -1.80 1.57
H 0.3581 3.4401 -0.3166 0.26 0.05 -0.43
H -0.4606 1.3165 -3.9648 0.84 -0.50 1.36
H -0.0380 1.3136 1.0058 0.43 0.63 -0.98
H -2.1927 -2.1443 1.8649 -0.70 0.73 -0.77
H -1.4329 -2.2981 3.3302 1.23 0.27 -0.52
H -0.8552 -3.1699 1.7872 -0.40 -0.40 1.00
H 2.0123 -0.2042 0.6823 -0.05 -0.58 1.45
H -0.8496 -0.7377 -2.7053 -0.65 -1.79 -0.88
H 2.9002 -0.4860 2.4215 -1.50 -0.60 -0.92
H -0.9516 -1.6681 -0.0632 -0.36 -0.58 -1.07


17
Properties=species:S:1:pos:R:3:forces:R:3 method="wB97M-V/def2-TZVPD" relative_energy_kcal_mol=40.4 fmax_ev_per_a=1.519 e_tot_ev=-8313.280 spin_multiplicity=2 s_squared=0.7552 charge=0
C 2.4220 0.6091 -0.1699 0.18 -0.46 0.37
C 1.1276 -0.0926 0.0547 -0.88 0.77 -0.17
C 0.2254 -0.4235 -0.9821 1.31 -0.76 0.07
N -1.0853 -0.9771 -0.6103 0.10 0.23 -0.17
N 0.7668 -0.4261 1.4081 -0.15 0.02 -0.14
H 2.5318 1.4535 0.5267 0.05 0.09 -0.20
H 2.5796 0.9511 -1.1924 -0.20 0.08 -0.03
H 3.2746 -0.0616 0.0603 -0.04 0.07 -0.05
H 0.3342 -0.1293 -2.0100 -0.16 0.12 -0.01
H -1.4126 -1.5609 -1.3705 -0.01 -0.14 0.09
H -1.8037 -0.2638 -0.4062 -0.15 -0.02 0.17
H -0.9656 -1.5419 0.2294 0.05 0.10 0.02
H 1.3636 -1.1384 1.8442 0.08 0.23 -0.04
H 0.7922 0.4207 1.9824 0.05 -0.58 0.00
H -2.9566 1.5184 0.6928 0.10 -0.02 -0.01
H -4.0648 0.8677 -0.1351 -0.11 -0.04 -0.08
O -3.1294 0.7948 0.0777 -0.22 0.32 0.18


12
Properties=species:S:1:pos:R:3:forces:R:3 method="wB97M-V/def2-TZVPD" relative_energy_kcal_mol=75.1 smiles="C=C1CN=CN1" fmax_ev_per_a=8.331 e_tot_ev=-7222.334 charge=0
C -1.8857 0.1799 -0.0742 1.99 -1.72 0.48
C -0.4999 0.0424 -0.1182 -5.05 6.41 1.69
C 0.2318 -1.1458 0.0476 0.44 -3.19 -2.13
C 1.7305 0.4687 -0.0527 -3.76 2.58 0.45
H -2.2352 -0.8548 0.2116 -0.60 1.33 -0.83
H -2.5983 1.0455 -0.0490 1.34 -0.90 -0.07
H -0.0586 -1.7955 -0.9480 0.86 0.69 2.96
H 0.0784 -1.6014 1.0624 -0.06 -0.18 -1.21
H 2.5655 1.0608 -0.1174 2.21 1.01 -0.08
H 0.6048 2.2394 0.0244 -1.85 -4.27 -0.06
N 1.5845 -0.7262 -0.0619 3.42 -6.39 -0.29
N 0.4822 1.0870 0.0755 1.06 4.64 -0.91


89
Properties=species:S:1:pos:R:3:forces:R:3 method="wB97M-V/def2-TZVPD" relative_energy_kcal_mol=0.0 fmax_ev_per_a=3.858 e_tot_ev=-107973.365 spin_multiplicity=2 s_squared=0.7697 charge=+2
C -0.9271 5.3198 -1.5801 0.42 -1.14 0.25
C -0.7053 3.9546 -2.2079 0.04 -0.09 -1.60
C 0.5296 3.9547 -3.1335 -0.21 -1.26 -0.24
N 0.7796 2.5548 -3.8990 1.38 0.63 0.31
C 2.1876 2.7419 -4.6078 -1.70 -0.82 -0.83
C 2.0481 3.6922 -5.8199 0.41 0.73 0.18
C 0.8914 3.4515 -6.7899 -1.30 -0.58 0.97
C -0.4745 3.1926 -6.0617 1.11 0.65 -0.27
C -0.3295 2.2152 -4.9377 -0.11 -0.91 1.43
C 0.8921 1.4666 -2.7893 -0.07 0.88 -1.61
H -0.8391 6.1111 -2.3245 -0.04 0.22 0.44
H -0.1716 5.3013 -0.7946 -0.02 1.11 0.10
H -1.9077 5.2597 -1.1078 0.05 0.53 -0.05
H -1.5521 3.7543 -2.8643 -0.25 -0.36 0.11
H -0.6594 3.2257 -1.3987 0.15 -0.24 -0.24
H 1.4511 4.1718 -2.5933 0.07 -0.37 0.09
H 0.4885 4.6957 -3.9318 -0.39 -0.05 0.11
H 2.9521 2.9718 -3.8656 -0.40 0.65 0.08
H 2.5023 1.7614 -4.9652 -0.44 -0.28 -0.09
H 2.0391 4.7285 -5.4821 0.05 0.03 0.09
H 2.9243 3.5880 -6.4598 0.40 0.06 0.45
H 0.6803 4.2957 -7.4463 0.64 0.03 -0.03
H 1.2005 2.5991 -7.3948 -0.50 -0.13 -0.20
H -0.8685 4.1138 -5.6326 0.21 0.31 -0.08
H -1.2357 2.9190 -6.7923 0.05 -0.51 0.18
H -1.2393 2.1028 -4.3480 -0.10 0.51 0.15
H -0.2032 1.1790 -5.2514 0.82 0.03 -0.25
H 1.2061 0.4925 -3.1643 -0.13 0.17 -0.69
H -0.1179 1.3675 -2.3916 0.54 0.14 0.70
H 1.7193 1.8070 -2.1663 -0.72 0.10 0.62
C 0.6977 -2.3736 -3.6907 0.69 0.03 -0.22
C 0.8999 -2.9219 -2.2665 -0.63 -0.17 -1.26
C 1.9054 -2.1779 -1.4050 -1.10 -1.10 0.06
N 1.8656 -2.7530 0.0014 0.83 1.55 1.79
C 2.3846 -4.1728 0.1815 2.12 -0.12 -0.34
C 3.9546 -4.2515 -0.0671 -1.44 -0.88 1.19
C 4.7393 -3.4371 0.9691 0.77 -0.93 -1.28
C 4.3959 -1.9960 0.8167 -2.29 -0.13 0.24
C 2.7993 -1.7681 0.8516 1.25 -0.54 0.67
C 0.4599 -2.6992 0.6217 0.27 -0.06 -0.10
H 0.6129 -3.2240 -4.3673 0.00 0.16 -0.12
H 1.5784 -1.8038 -3.9869 0.03 0.08 -0.31
H -0.1898 -1.7615 -3.8514 0.06 0.09 0.36
H 1.2827 -3.9284 -2.4353 -0.10 -0.15 0.39
H -0.1279 -2.9977 -1.9115 0.34 -0.04 0.82
H 1.7100 -1.1104 -1.3038 -0.05 -0.08 0.03
H 2.8906 -2.3757 -1.8274 0.10 0.30 0.26
H 1.9360 -4.9154 -0.4783 -0.53 0.59 -0.21
H 2.1473 -4.4879 1.1976 0.02 0.32 0.06
H 4.1139 -4.1180 -1.1371 0.49 0.66 0.12
H 4.2802 -5.2765 0.1104 -0.49 -0.31 -0.16
H 5.7994 -3.5924 0.7687 0.18 0.23 -0.28
H 4.6885 -3.8980 1.9556 -0.83 0.29 0.19
H 4.8099 -1.6797 -0.1408 0.03 0.51 0.24
H 4.7562 -1.4510 1.6892 0.14 0.52 -0.42
H 2.6155 -0.7131 0.6485 -0.61 -0.26 -0.69
H 2.4882 -1.8614 1.8921 -0.09 -0.47 -0.07
H 0.4927 -2.7148 1.7111 0.64 -0.21 -0.06
H -0.0684 -3.5988 0.3060 -0.09 0.29 -0.21
H -0.0601 -1.7650 0.4095 0.17 0.03 -0.56
C -3.3026 -5.4831 5.4304 0.50 1.43 -0.06
N -3.1775 -3.9981 5.1548 2.67 -2.50 -0.64
C -1.9843 -3.4211 4.7635 -0.01 0.91 -0.45
C -1.9042 -2.0657 4.4890 1.26 -2.12 0.45
C -2.9349 -1.2331 4.8529 -1.13 2.40 0.47
C -4.1296 -1.8769 5.3085 -1.05 -1.00 -0.87
C -4.2569 -3.2625 5.2658 -0.85 2.57 0.96
C -2.7889 0.2368 4.7960 0.21 -1.62 -1.17
C -3.4898 1.0392 5.6817 -1.73 2.51 0.73
C -3.5157 2.4372 5.5913 0.84 -2.76 -1.23
N -2.7710 3.0122 4.5981 0.70 -3.56 0.64
C -2.0359 2.3126 3.6873 -0.37 -3.12 1.19
C -2.0486 0.9043 3.7649 0.06 1.50 0.40
C -2.8231 4.3638 4.5259 0.24 3.83 -0.36
H -3.7718 -5.5581 6.4114 -0.06 -0.29 -0.19
H -2.3008 -5.9092 5.4846 -0.16 0.02 -0.09
H -3.8869 -5.9522 4.6388 0.02 -0.02 0.15
H -1.1122 -4.0542 4.6928 -0.17 -0.18 -0.03
H -0.9586 -1.6220 4.2145 0.15 -0.24 -0.19
H -5.0336 -1.2967 5.4205 -0.04 0.01 0.17
H -5.1275 -3.8842 5.4139 -0.55 0.72 0.18
H -4.1893 0.6128 6.3855 0.25 -0.17 0.29
H -4.1336 3.0998 6.1792 0.15 -0.11 0.14
H -1.4177 2.8354 2.9725 -0.23 0.11 -0.10
H -1.5107 0.3511 3.0093 0.10 0.10 -0.09
H -3.8066 4.5662 4.1018 0.15 1.16 0.04
H -1.9895 4.7332 3.9287 -0.41 0.17 -0.34
H -2.6429 4.7979 5.5093 -0.52 0.23 0.00
Br -0.0744 1.1492 0.6671 0.15 -0.25 -0.16


12
Properties=species:S:1:pos:R:3:forces:R:3 method="wB97M-V/def2-TZVPD" relative_energy_kcal_mol=52.5 smiles="O=CC(=O)N1CC1" fmax_ev_per_a=0.683 e_tot_ev=-9812.039 charge=0
O 1.6536 1.4658 -0.1576 0.11 -0.63 0.23
C 1.8828 0.3288 0.1725 0.08 0.59 -0.16
C 0.8395 -0.7545 0.4816 0.00 -0.34 0.01
O 1.2788 -1.8781 0.5782 -0.17 0.40 -0.13
N -0.5221 -0.4842 0.5855 0.23 -0.13 0.15
C -1.3077 -0.4238 -0.6443 -0.21 -0.10 -0.27
C -1.1755 0.7655 0.2303 -0.03 0.28 0.00
H 2.9041 -0.0946 0.1986 -0.05 0.07 0.07
H -2.2140 -1.0203 -0.6630 0.10 0.09 0.06
H -0.7470 -0.4010 -1.5783 -0.10 -0.04 0.16
H -0.5747 1.5995 -0.1102 -0.12 -0.15 -0.01
H -1.9968 1.0101 0.8998 0.15 -0.04 -0.11


9
Properties=species:S:1:pos:R:3:forces:R:3 method="wB97M-V/def2-TZVPD" relative_energy_kcal_mol=86.3 fmax_ev_per_a=3.155 e_tot_ev=-19001.811 charge=0
C -1.2510 1.2268 0.0836 -0.06 -0.74 1.83
C 0.0684 -0.5923 -0.0311 0.65 0.82 0.11
C 0.1976 0.8385 -0.0736 1.75 -2.02 -0.03
H -1.5533 1.6525 1.0839 0.72 -0.67 -0.87
H -1.7746 1.7836 -0.6242 -0.41 0.89 -1.56
N 1.2110 -1.1962 0.0438 -2.20 -0.58 0.26
N 1.4837 1.0663 -0.1144 -0.90 0.78 1.06
O 2.0516 -0.1780 0.0809 2.49 1.62 -1.06
S -1.6274 -0.6213 -0.0304 -2.05 -0.09 0.24


41
Properties=species:S:1:pos:R:3:forces:R:3 method="wB97M-V/def2-TZVPD" fmax_ev_per_a=4.288 e_tot_ev=-53048.719 charge=+2
N 0.3125 -0.3503 2.7813 -0.02 -0.36 0.40
C -0.0961 -0.7484 1.7867 -0.25 -0.11 -2.70
C -0.4596 -1.2461 0.3278 0.10 -0.79 2.24
C -0.8474 -2.7902 0.6326 1.15 -1.15 0.68
C 0.3663 -3.5842 1.2751 -0.01 -0.14 -1.20
O 0.6310 -3.5976 2.4829 0.84 0.00 0.14
Cl 1.4298 -4.6108 0.2232 -1.05 1.05 1.11
C 0.8204 -1.1557 -0.5815 1.99 0.75 -0.91
C 1.7160 0.1290 -0.4266 1.97 3.03 0.15
C 1.7769 1.2081 -1.4509 0.99 0.14 1.48
C 2.6490 2.3986 -1.3185 0.16 -1.30 1.63
C 3.5440 2.5812 -0.1544 -1.81 -2.41 -0.29
C 3.5333 1.5133 0.8574 -1.11 -0.04 -1.65
C 2.6596 0.3479 0.7183 -0.40 0.56 -1.29
C -1.7810 -0.5171 -0.1538 -2.70 0.65 -0.36
C -3.0180 -1.4863 -0.3145 2.67 0.79 0.60
N -3.7903 -2.3364 -0.2987 -0.20 0.13 -0.11
C -2.3452 0.6414 0.7605 1.48 2.82 0.04
C -1.3628 1.9874 0.6490 -1.41 1.45 -1.51
C -1.9718 3.1780 -0.2688 0.90 -2.33 3.49
O -1.8890 3.2059 1.2733 0.64 -1.93 -2.95
P -1.7239 0.2293 -1.9230 -0.70 -1.32 -1.66
N -1.5234 -0.8525 -3.0689 0.63 0.01 1.62
H -1.1135 -3.3658 -0.2904 -0.01 0.69 0.78
H -1.6271 -2.8656 1.4517 0.61 0.20 -1.19
H 0.6194 -1.2373 -1.6963 -0.42 0.06 1.35
H 1.5704 -1.9935 -0.4143 -1.24 0.70 0.25
H 1.1663 1.1629 -2.3896 0.66 -0.18 1.03
H 2.6176 3.1767 -2.1272 0.06 -0.97 0.93
H 4.2111 3.4692 -0.0240 -0.81 -0.96 -0.29
H 4.2073 1.5883 1.7492 -0.79 -0.11 -1.00
H 2.7055 -0.4393 1.5230 -0.07 0.96 -0.85
H -2.4889 0.4237 1.8448 0.14 -0.27 -0.88
H -3.3070 1.0432 0.3401 0.74 -0.87 0.49
H -0.2150 1.8164 0.6093 -2.01 0.48 0.41
H -1.2781 3.8975 -0.7622 -0.87 -0.69 0.44
H -3.0148 2.9454 -0.6151 1.23 0.78 0.18
H -0.8297 1.3279 -1.9453 -0.38 -0.22 0.35
H -3.0424 0.7825 -2.1016 0.75 0.23 0.75
H -1.3902 -1.7670 -2.6106 -0.15 0.28 -0.80
Sn 2.5788 -4.1094 3.6501 -1.30 0.36 -0.91


66
Properties=species:S:1:pos:R:3:forces:R:3 method="wB97M-V/def2-TZVPD" fmax_ev_per_a=0.442 e_tot_ev=-51138.407 spin_multiplicity=5 s_squared=6.0974 charge=+2
Pt 0.1337 0.2900 0.3895 -0.19 0.01 0.07
C -2.5303 -1.3231 1.1913 0.04 0.05 -0.02
N -1.3212 -0.8143 1.8664 0.00 -0.06 0.14
C -0.5325 -1.9460 2.4230 -0.07 0.05 -0.06
C -0.2165 -3.0836 1.4530 0.00 -0.07 0.01
C 0.4265 -2.7009 0.1127 0.09 0.13 0.10
N 1.2646 -1.5185 0.3081 -0.21 -0.04 -0.39
C 2.5283 -1.6045 0.2126 0.12 0.12 0.25
C 3.4829 -0.5509 0.5723 -0.17 -0.11 -0.05
C 4.8034 -0.7726 0.2738 0.17 0.08 0.00
C 5.8089 0.1236 0.6715 -0.02 -0.03 -0.01
C 5.4962 1.2638 1.4296 0.01 -0.04 -0.03
C 4.2009 1.5100 1.7780 -0.03 -0.05 -0.02
C 3.1298 0.6334 1.3549 -0.01 -0.05 0.03
O 1.9578 0.9168 1.6964 0.03 0.06 -0.01
C -1.7379 0.0919 2.9862 -0.05 -0.09 -0.03
C -1.1449 1.4904 2.9774 0.08 0.03 -0.01
C -1.6183 2.3699 1.8248 0.02 -0.01 -0.10
N -0.7959 2.2014 0.6086 -0.01 0.02 0.16
C -0.6516 3.2229 -0.1348 0.16 -0.02 -0.17
C 0.1077 3.3343 -1.3881 -0.10 -0.09 0.16
C -0.0906 4.4865 -2.1087 0.03 0.12 -0.17
C 0.5669 4.7268 -3.3270 -0.02 -0.02 0.06
C 1.4747 3.7910 -3.8478 -0.04 0.04 0.02
C 1.7304 2.6446 -3.1540 -0.03 0.02 0.06
C 1.0710 2.3595 -1.8960 0.02 -0.01 0.03
O 1.3726 1.3038 -1.2983 0.04 -0.01 -0.06
H -3.1296 -1.9246 1.8824 -0.01 0.00 0.00
H -2.2671 -1.9165 0.3214 0.01 -0.01 0.01
H -3.1281 -0.4800 0.8492 0.00 0.00 0.01
H -1.0838 -2.3794 3.2646 -0.01 -0.01 -0.01
H 0.3875 -1.5209 2.8275 0.01 0.00 -0.01
H -1.1097 -3.6737 1.2454 -0.01 0.00 0.03
H 0.4595 -3.7465 1.9975 0.01 0.00 -0.02
H -0.3272 -2.4377 -0.6298 -0.01 0.02 0.01
H 1.0114 -3.5381 -0.2743 0.02 0.00 -0.01
H 2.9679 -2.5541 -0.1012 0.03 0.00 0.04
H 5.0803 -1.6660 -0.2729 0.02 0.01 0.00
H 6.8374 -0.0810 0.4071 -0.01 0.00 -0.01
H 6.2859 1.9328 1.7430 0.00 0.00 0.00
H 3.9158 2.3686 2.3708 -0.01 0.00 0.00
H -1.5062 -0.3954 3.9347 0.05 0.03 0.00
H -2.8254 0.1802 2.9478 0.00 0.00 0.05
H -0.0526 1.4636 3.0036 -0.03 0.00 0.00
H -1.4571 1.9679 3.9083 -0.03 0.00 0.00
H -1.6044 3.4216 2.1155 0.00 0.01 0.00
H -2.6489 2.1188 1.5561 -0.01 -0.02 0.02
H -1.1525 4.1467 0.1633 0.01 0.02 -0.03
H -0.7770 5.2339 -1.7291 0.01 0.02 -0.03
H 0.3746 5.6476 -3.8608 -0.01 0.00 0.00
H 1.9741 3.9895 -4.7863 0.00 0.00 0.00
H 2.4326 1.9008 -3.5058 0.01 0.00 0.01
O -1.2958 -0.2877 -1.3802 -0.03 -0.20 -0.02
S -2.2065 0.6256 -2.1914 0.22 0.23 0.12
C -1.8076 0.3264 -3.9384 0.00 -0.04 -0.07
C -3.1115 -0.0329 -4.6735 0.01 0.00 0.05
C -4.2799 0.2715 -3.7262 0.03 0.03 0.00
C -3.8142 -0.1565 -2.3413 -0.09 -0.12 -0.02
H -1.0802 -0.4854 -3.9113 0.01 0.01 -0.04
H -1.3204 1.2212 -4.3221 -0.02 0.01 -0.01
H -3.1043 -1.0933 -4.9228 -0.01 -0.01 0.01
H -3.2014 0.5179 -5.6067 0.01 0.01 0.00
H -5.1926 -0.2481 -4.0107 0.01 -0.03 -0.01
H -4.5079 1.3403 -3.7284 0.00 0.00 0.00
H -3.6369 -1.2330 -2.2753 -0.04 0.01 0.00
H -4.4528 0.1705 -1.5232 -0.02 0.00 -0.01


What did the fifth record say?
12
Properties=species:S:1:pos:R:3:forces:R:3 method="wB97M-V/def2-TZVPD" relative_energy_kcal_mol=52.5 smiles="O=CC(=O)N1CC1" fmax_ev_per_a=0.683 e_tot_ev=-9812.039 charge=0
O 1.6536 1.4658 -0.1576 0.11 -0.63 0.23
C 1.8828 0.3288 0.1725 0.08 0.59 -0.16
C 0.8395 -0.7545 0.4816 0.00 -0.34 0.01
O 1.2788 -1.8781 0.5782 -0.17 0.40 -0.13
N -0.5221 -0.4842 0.5855 0.23 -0.13 0.15
C -1.3077 -0.4238 -0.6443 -0.21 -0.10 -0.27
C -1.1755 0.7655 0.2303 -0.03 0.28 0.00
H 2.9041 -0.0946 0.1986 -0.05 0.07 0.07
H -2.2140 -1.0203 -0.6630 0.10 0.09 0.06
H -0.7470 -0.4010 -1.5783 -0.10 -0.04 0.16
H -0.5747 1.5995 -0.1102 -0.12 -0.15 -0.01
H -1.9968 1.0101 0.8998 0.15 -0.04 -0.11